[1]
80
Properties=species:S:1:pos:R:3:forces:R:3:lowdin_spin:R:1 method="wB97M-V/def2-TZVPD" energy_ev=-157627.8051 total_charge=+1 e_lumo_ha="-0.10420 / -0.10878" spin_multiplicity=5 relative_energy_kj_mol=21.6
Cr 0.1577 -0.0573 -0.3560 -0.08 0.06 0.30 3.64
C -1.6696 3.2943 1.6151 -0.11 -0.01 0.02 0.01
C -1.2719 2.1881 0.6998 -0.05 0.07 -0.34 0.07
N -0.5048 1.2094 1.0217 0.08 0.22 0.49 -0.01
N 0.0017 1.0792 2.2905 -0.06 -0.14 -0.31 0.00
C 0.9722 0.1735 2.2401 0.10 -0.04 0.00 0.00
O 1.3654 -0.4042 1.1612 0.00 0.02 0.25 0.03
C 1.6439 -0.1851 3.5099 -0.10 0.05 -0.03 0.00
C 1.2765 0.4313 4.7033 0.04 0.00 0.08 0.00
C 1.8721 0.0462 5.8929 0.01 -0.01 -0.01 0.00
C 2.8355 -0.9549 5.8947 0.00 -0.02 -0.02 0.00
C 3.2133 -1.5604 4.7032 -0.02 0.03 -0.02 0.00
C 2.6184 -1.1768 3.5107 0.02 -0.02 0.04 0.00
C -1.6465 2.1797 -0.7350 0.03 -0.01 0.31 0.02
C -2.4593 3.1526 -1.2916 -0.09 0.12 -0.05 0.01
C -2.7039 3.1384 -2.6560 -0.05 0.04 0.05 0.01
C -2.1371 2.1425 -3.4313 0.01 -0.03 -0.01 0.01
C -1.3585 1.1875 -2.8016 -0.04 -0.08 0.02 0.02
N -1.1194 1.1886 -1.4913 0.03 0.22 -0.14 0.02
H -1.1731 3.1646 2.5715 0.01 0.00 0.02 0.00
H -2.7508 3.3116 1.7766 0.01 -0.02 -0.02 0.00
H -1.3844 4.2596 1.1921 0.01 -0.01 0.01 0.00
H 0.5294 1.2124 4.6862 -0.01 -0.01 0.00 0.00
H 1.5887 0.5275 6.8199 0.00 -0.01 0.00 0.00
H 3.2914 -1.2636 6.8268 0.02 0.02 -0.01 0.00
H 3.9707 -2.3333 4.7043 -0.01 0.00 0.00 0.00
H 2.8928 -1.6411 2.5737 -0.01 -0.02 0.01 0.00
H -2.8815 3.9198 -0.6576 0.01 0.01 -0.04 0.00
H -3.3277 3.8992 -3.1067 0.01 -0.01 0.01 0.00
H -2.2929 2.0968 -4.4995 0.00 -0.01 0.01 0.00
H -0.9100 0.3813 -3.3703 0.01 0.00 0.02 0.00
N 2.6344 -1.0831 -3.7160 0.19 0.11 -0.04 0.01
C 3.8271 -0.3152 -3.8146 -0.19 -0.12 0.00 0.00
C 4.6454 -0.4813 -4.9149 0.05 0.02 -0.05 0.00
C 5.8184 0.2551 -5.0285 -0.01 -0.01 0.01 0.00
C 6.1645 1.1544 -4.0358 -0.01 -0.01 0.01 0.00
C 5.3357 1.3195 -2.9317 0.01 0.01 -0.02 0.00
C 4.1662 0.5881 -2.8174 0.04 0.06 -0.01 0.00
S 3.1575 0.8239 -1.3811 -0.10 -0.14 -0.02 0.01
N 1.8192 -0.1829 -1.7073 0.28 0.20 -0.25 0.02
C 1.7332 -0.9623 -2.7166 -0.36 -0.37 -0.04 0.02
C 0.5115 -1.8539 -2.7592 0.38 0.39 0.06 0.01
C 0.1824 -2.6325 -3.8486 -0.10 -0.12 -0.09 0.00
C -0.9264 -3.4698 -3.7608 0.13 0.06 -0.11 0.01
C -1.6436 -3.5028 -2.5854 -0.07 0.05 0.19 0.00
C -1.2632 -2.6600 -1.5452 -0.02 -0.01 -0.05 0.01
N -0.2253 -1.8327 -1.6386 0.03 -0.36 -0.16 0.03
H 2.4878 -1.7824 -4.4201 0.04 -0.04 0.02 0.00
H 4.3692 -1.1901 -5.6878 0.00 0.01 0.01 0.00
H 6.4536 0.1198 -5.8929 0.00 0.00 0.01 0.00
H 7.0777 1.7282 -4.1117 -0.01 0.00 0.00 0.00
H 5.6061 2.0185 -2.1489 0.00 0.00 -0.02 0.00
H 0.7543 -2.5914 -4.7648 -0.03 -0.05 -0.01 0.00
H -1.2099 -4.0882 -4.6021 0.01 0.00 0.01 0.00
H -2.4922 -4.1607 -2.4604 0.00 0.01 0.00 0.00
H -1.7873 -2.6498 -0.5969 -0.03 0.02 0.00 0.00
C -1.4758 -4.9603 3.6605 -0.01 0.05 -0.02 0.00
N -2.0543 -3.6717 3.9990 -0.02 -0.11 -0.09 0.00
C -1.8304 -2.5524 3.3010 0.02 0.31 0.06 0.00
N -2.4545 -1.4328 3.7525 -0.09 -0.02 -0.11 0.00
S -0.8411 -2.4716 1.9526 -0.02 -0.37 0.00 0.01
H -1.7969 -5.6777 4.4116 0.01 -0.03 -0.02 0.00
H -0.3887 -4.9005 3.6527 0.00 0.01 0.02 0.00
H -1.8047 -5.2888 2.6751 -0.02 0.00 0.00 0.00
H -2.6799 -3.6318 4.7858 0.03 0.01 0.03 0.00
H -2.9025 -1.4107 4.6536 0.06 0.01 0.04 0.00
H -2.1219 -0.5622 3.3711 0.05 0.04 0.01 0.00
C -4.6358 -2.1405 0.6631 0.01 -0.06 0.04 0.00
As -3.6750 -0.5166 0.1483 -0.04 0.05 -0.12 0.01
C -4.8383 0.7970 1.0333 0.00 0.01 0.04 0.00
C -4.4962 -0.3616 -1.6328 0.00 -0.01 -0.01 0.00
H -5.7108 -1.9949 0.5549 0.00 -0.02 0.01 0.00
H -4.3998 -2.4071 1.6920 0.01 0.01 0.02 0.00
H -4.3238 -2.9623 0.0166 0.00 0.00 0.02 0.00
H -5.8674 0.4404 1.0770 0.00 0.02 -0.02 0.00
H -4.8134 1.7316 0.4702 0.02 -0.01 0.01 0.00
H -4.4870 0.9965 2.0458 -0.01 -0.04 0.00 0.00
H -5.5654 -0.5719 -1.5902 0.00 0.02 -0.01 0.00
H -4.0237 -1.0696 -2.3162 -0.01 0.00 0.00 0.00
H -4.3464 0.6448 -2.0253 0.02 0.00 0.01 0.00

***

[2]
23
Properties=species:S:1:pos:R:3:forces:R:3:mulliken_charge:R:1 method="wB97M-V/def2-TZVPD" energy_ev=-11352.6138 total_charge=+2 e_lumo_ha=-0.27381 relative_energy_kj_mol=343.0
C 1.3910 -0.2185 -0.2519 1.43 0.17 -3.83 -0.06
C -1.8507 -0.1398 0.3965 -2.14 0.66 0.06 0.49
C -0.7915 1.6878 -0.8504 1.83 1.10 0.88 -0.77
C -3.1510 -2.3650 0.6199 0.44 1.03 -1.85 -0.74
C 3.5005 1.0010 -0.2664 -0.27 -0.55 -2.06 -0.79
N -1.4647 1.0893 0.2543 -1.46 0.25 1.64 -0.18
N -2.4697 -1.1011 0.5742 1.35 0.30 -0.81 -0.03
N 2.2677 0.4416 0.3559 3.67 2.36 0.76 -0.17
N 0.4411 -0.8718 0.3059 -3.22 -4.39 -1.24 -0.48
H 1.5213 -0.2059 -1.3823 -0.43 -0.15 1.45 0.43
H -1.0436 2.7601 -1.0618 0.29 -1.07 0.73 0.36
H 0.2622 1.4542 -0.6395 -0.18 1.48 -0.53 0.25
H -1.0013 1.1426 -1.6811 -0.90 -1.39 -2.74 0.41
H -3.7504 -2.2408 1.4239 -2.18 -0.09 2.76 0.38
H -3.8034 -2.4224 -0.2472 0.24 -0.26 -0.21 0.35
H -2.4959 -3.1746 0.7847 0.82 -0.86 -0.12 0.35
H 4.3699 0.4136 0.0865 -0.47 0.47 -0.49 0.34
H 3.6018 2.0508 -0.1195 0.05 0.75 1.20 0.34
H 3.3687 1.0538 -1.3836 0.33 -0.99 0.93 0.31
H -1.6907 1.6910 1.0318 -0.12 0.08 0.31 0.29
H -0.2560 -1.4110 -0.5597 3.08 1.35 4.19 0.43
H 2.3513 0.6275 1.3348 -0.82 -0.53 0.91 0.24
H 0.6933 -1.2624 1.2750 -1.34 0.29 -1.95 0.26